Formula: C17H49N6O8P2S2V
Source: the Open Molecules 2025 dataset
Level of theory: the ωB97M-V functional and the def2-TZVPD basis

Last column: Mulliken charge in e.
Cartesian coordinates (Å):
H  2.82364  3.18284  5.60620  0.3444
H  -0.81935  3.83826  6.40378  0.3035
H  -6.47894  -2.67261  -5.76906  0.3431
H  1.72161  1.70315  9.91155  0.3254
H  1.33590  3.67536  4.71423  0.3194
H  -2.49854  8.95887  -3.46622  0.3374
H  0.41489  4.99537  7.24795  0.4260
C  -1.81263  9.05449  -4.30793  -0.9163
H  2.19671  4.75023  5.76030  0.3804
C  -5.39765  -2.69735  -5.90432  -1.0162
H  -1.40145  0.53515  9.64351  0.4123
C  -5.00894  -0.64779  -4.43264  -1.0071
O  3.07624  1.92898  -0.60345  -0.3849
H  -6.04118  -0.45597  -4.72559  0.3477
H  -2.15336  -6.01056  -3.61618  0.3353
S  5.56465  -4.72322  -4.66954  0.4878
C  6.28870  -6.11829  -3.80256  -0.8756
C  3.55007  1.38901  7.65475  -1.0502
H  -4.36021  -5.68214  -3.03393  0.3897
H  -1.15323  -3.83208  -6.42690  0.3282
H  2.40475  -1.21991  7.31327  0.3045
C  -0.92847  6.39243  -4.43975  -0.8284
N  0.28568  1.09661  8.49739  0.2226
H  -5.09366  -3.74054  -5.81810  0.3750
H  -1.77858  0.80195  7.97798  0.2897
H  -0.60749  -1.10579  -4.30803  0.2949
H  -1.45107  -4.58312  -2.77998  0.3258
H  2.63528  2.74274  -0.85831  0.3241
N  -4.62764  -2.02083  -4.83832  0.1664
H  -2.79639  -3.65389  -6.76805  0.2846
C  2.70968  -0.57902  6.48599  -0.9660
C  0.00793  3.99570  7.09582  -1.0542
H  -1.64882  10.10753  -4.53684  0.3337
C  -1.00407  0.40868  8.63644  -1.0536
P  0.86239  1.45069  6.88731  0.5195
N  -1.95376  -2.26352  -5.34767  0.2953
C  5.57238  -3.48212  -3.29466  -0.9414
O  -0.05520  0.82148  5.88586  -0.8775
H  6.38854  -3.48158  -2.57219  0.3252
H  0.60298  0.56393  10.51128  0.4132
H  3.45973  2.47505  7.63398  0.3459
N  -3.20660  -4.15731  -3.85796  0.1605
H  -1.23066  -4.72861  -4.43700  0.2092
H  -2.35942  8.67574  -5.17145  0.3010
H  -4.89583  -0.61965  -3.34889  0.2955
H  -5.19905  -2.21438  -6.86108  0.3184
O  6.59046  -4.16201  -5.66677  -0.6096
O  1.92347  0.20715  0.34875  -0.3553
C  1.17523  0.80745  9.61612  -1.0409
C  -1.91181  -3.05804  -6.54315  -1.1198
H  -0.15129  -1.29816  -6.03488  0.4225
H  4.68898  -3.53774  -2.65854  0.3319
C  -1.97480  -4.93654  -3.66816  -0.8533
C  1.87342  3.71396  5.66170  -1.0365
H  -1.92132  6.22862  -4.02079  0.3368
H  -0.15286  5.75888  -4.00947  0.2676
H  1.87862  -0.00873  9.45119  0.2653
C  -4.31859  -4.59376  -2.99186  -1.0338
H  -4.42554  0.07939  -4.99741  0.2709
C  1.99654  1.34814  -0.09144  0.8386
V  -1.75594  -0.82918  1.74552  1.5179
H  -1.45268  -0.26740  -5.57250  0.2957
H  -1.72712  -2.42113  -7.40821  0.4533
O  -1.64632  -2.45078  1.81058  -0.5271
H  3.44064  1.01814  8.67385  0.3336
H  7.15152  -5.75097  -3.24691  0.2884
H  5.68382  -2.49896  -3.75192  0.3216
S  -0.29971  8.01786  -3.98344  0.4646
H  -0.94940  -0.64924  8.37968  0.3277
H  3.76302  -0.76687  6.27795  0.3738
O  -2.81014  -1.77163  -2.79694  -0.9266
H  -4.26388  -4.31255  -1.94018  0.2652
H  -0.31291  3.70132  8.09508  0.3159
N  2.46895  0.79449  6.89883  0.1579
H  -1.04919  6.23936  -5.51219  0.3152
H  4.51441  1.04301  7.28270  0.3638
O  0.97798  1.93536  0.02976  -0.4156
H  6.63696  -6.80013  -4.57839  0.3215
H  2.22885  -0.77940  5.52852  0.2467
H  -5.21580  -4.15728  -3.43071  0.3409
O  0.69228  8.44039  -5.12367  -0.6114
H  5.66984  -6.58173  -3.03422  0.3498
N  1.16402  3.14501  6.79921  0.0902
P  -3.14260  -2.48335  -4.08113  0.5166
C  -0.97666  -1.21688  -5.32758  -1.0786

Atomic forces in eV per Å
-0.04 -0.22 -0.60
0.04 0.61 -0.22
-0.03 0.25 0.51
0.28 0.00 -0.18
-0.15 -0.31 -0.12
0.15 0.07 0.22
-0.54 0.21 -0.62
-0.52 -0.81 -0.11
-0.49 0.16 0.75
1.08 0.15 0.92
0.25 -0.06 0.08
-0.22 -0.95 -0.67
-0.71 -1.10 0.35
-0.15 -0.20 0.23
-0.25 0.18 -0.03
1.02 1.90 -0.70
1.05 0.31 0.43
-0.50 -0.15 0.55
-0.20 0.02 -0.09
0.53 0.09 -0.45
-0.12 -0.69 -0.37
-0.23 0.17 0.04
-0.47 0.37 -1.28
-0.02 -0.04 -0.75
0.26 0.29 -0.17
0.36 0.06 -0.06
-0.08 -0.36 0.56
0.74 1.19 -0.63
0.40 -0.03 1.80
-0.42 0.38 0.31
-0.33 0.26 0.04
0.44 -0.87 1.69
0.76 -0.18 0.40
-0.39 0.20 -0.60
1.61 -1.11 1.52
-1.28 -0.87 1.67
0.12 0.12 0.40
0.67 0.68 0.37
0.51 -0.79 -0.34
-0.27 -0.12 -0.23
0.25 -0.09 0.15
-0.39 0.07 -0.33
-0.37 -0.12 -0.40
0.26 -0.31 -0.15
0.03 0.69 -0.21
0.20 -0.42 -0.27
-1.33 -1.24 1.60
0.48 -2.80 0.78
0.19 0.67 0.19
-0.29 -0.87 -0.22
-0.05 -0.69 0.12
-0.36 -0.04 -0.43
0.56 1.19 0.09
1.29 -0.96 -0.24
0.18 -0.08 0.50
-0.36 -0.42 -0.20
-0.03 -0.12 -0.14
0.05 -0.02 -0.81
0.28 0.32 0.41
4.35 0.00 -0.93
0.65 -5.31 0.14
0.00 0.37 -0.11
0.15 -0.13 -0.07
-0.41 5.38 -0.19
0.64 0.41 0.28
0.26 0.04 -0.25
-0.51 -0.15 -0.37
1.12 2.31 -3.09
0.15 -0.24 0.24
0.16 0.33 0.28
-0.46 0.07 -1.53
0.33 0.26 0.08
-0.46 -0.02 0.01
-1.28 1.25 -1.58
0.47 0.34 -0.06
-0.03 0.24 -0.22
-5.04 2.63 0.51
-0.24 -0.14 0.16
-0.50 -0.26 0.35
-0.23 -0.24 0.30
-1.84 -1.10 2.44
-0.52 -0.01 -0.48
-0.72 -0.49 -0.14
0.79 -0.35 -1.85
-0.27 1.27 1.03

Output
Maximum force = 0.1109 Eh/bohr
Calculated total energy = -4030.175182 a.u.
Kohn-Sham gap (spin up / spin down) = 0.1424 / 0.1412 Ha
Energy above the lowest of the compared OMol25 structures with the same formula, charge and spin = 868.94 kJ/mol
LUMO level (spin up / spin down) = -6.22 / -6.25 eV
Total charge = +1
Multiplicity = 2